Entry 1:
Formula: C3H3N3O
Source: the OMol25 dataset
Level of theory: ωB97M-V/def2-TZVPD

Calculated values
HOMO-LUMO gap = 0.3244 Eh
relative energy (zero: lowest compared OMol25 entry of this formula, charge and spin) = 397.3 kJ/mol
HOMO level = -10.26 eV
electronic energy = -355.4886 hartree
SMILES = O/C=C1/C=NN=N1

Structure (ORCA input):
```
! RIJCOSX wB97M-V def2-TZVPD def2/J DEFGRID3
* xyz 0 1
C 1.326 0.465 -0.079
C -0.049 0.109 -0.133
C -1.214 0.784 0.021
H 1.440 -1.464 0.359
H 1.798 1.399 -0.392
H -1.186 1.948 0.304
N -2.203 0.018 0.026
N -1.684 -1.256 -0.112
N -0.398 -1.337 -0.028
O 2.170 -0.667 0.034
*
```

Entry 2:
Formula: C3H7NO2S
Source: the OMol25 dataset
Level of theory: ωB97M-V/def2-TZVPD

Calculated values
HOMO-LUMO gap = 0.3697 Eh
relative energy (zero: lowest compared OMol25 entry of this formula, charge and spin) = 288.0 kJ/mol
HOMO level = -9.64 eV
electronic energy = -721.8530 hartree

Structure (ORCA input):
```
! RIJCOSX wB97M-V def2-TZVPD def2/J DEFGRID3
* xyz 0 1
C -0.533 -0.572 -0.396
C -0.418 -1.708 0.492
C -0.422 1.686 -0.853
N 0.100 0.510 -0.238
O 2.472 -0.496 0.092
O 1.251 0.327 2.075
S 1.914 0.653 0.855
H -1.465 -0.683 -1.075
H 0.631 -1.960 0.464
H -1.046 -2.465 0.240
H -0.790 -1.529 1.418
H 0.127 2.283 -1.492
H -1.226 1.500 -1.477
H -0.594 2.453 -0.105
*
```

Entry 3:
Formula: C5H9NO
Source: the OMol25 dataset
Level of theory: ωB97M-V/def2-TZVPD

Calculated values
HOMO-LUMO gap = 0.3753 Eh
relative energy (zero: lowest compared OMol25 entry of this formula, charge and spin) = 115.1 kJ/mol
HOMO level = -9.25 eV
electronic energy = -325.8937 hartree
SMILES = O=CN1CCCC1

Structure (ORCA input):
```
! RIJCOSX wB97M-V def2-TZVPD def2/J DEFGRID3
* xyz 0 1
C -0.853 -0.053 0.939
N -0.897 0.105 -0.519
C -1.417 -0.889 -1.321
O -1.619 -2.027 -0.971
C 0.366 0.757 -0.926
C 1.402 0.313 0.097
C 0.657 -0.013 1.390
H -1.383 0.785 1.369
H -1.352 -0.935 1.338
H -1.611 -0.557 -2.346
H 0.754 0.414 -1.895
H 0.085 1.811 -1.027
H 1.935 -0.569 -0.280
H 2.263 0.973 0.201
H 0.718 0.830 2.084
H 0.953 -0.944 1.867
*
```

Entry 4:
Formula: C5H15N3O
Source: the OMol25 dataset
Level of theory: ωB97M-V/def2-TZVPD

Calculated values
HOMO-LUMO gap = 0.3401 Eh
relative energy (zero: lowest compared OMol25 entry of this formula, charge and spin) = 434.3 kJ/mol
HOMO level = -8.33 eV
electronic energy = -438.8695 hartree
SMILES = CC(C)(C)ONCNN

Structure (ORCA input):
```
! RIJCOSX wB97M-V def2-TZVPD def2/J DEFGRID3
* xyz 0 1
C 0.459 -0.008 -1.160
C -1.453 0.661 1.711
C 0.313 -1.239 -2.038
C 0.580 1.265 -1.987
C 1.468 -0.132 -0.098
N -1.377 1.121 0.352
N -0.200 -0.017 2.168
N -0.316 -1.432 2.345
O -1.091 0.055 -0.536
H -0.650 1.829 0.270
H 0.124 0.373 3.049
H -0.441 -1.785 1.396
H -1.143 -1.662 2.896
H -1.687 1.520 2.348
H -2.285 -0.049 1.764
H 0.157 -2.128 -1.429
H -0.547 -1.122 -2.693
H 1.214 -1.377 -2.636
H 0.740 2.136 -1.350
H -0.327 1.423 -2.566
H 1.437 1.192 -2.656
H 0.917 0.158 0.997
H 2.407 0.376 -0.320
H 1.699 -1.158 0.174
*
```